Formula: C6H13IO2
Source: OMol25
Level of theory: ωB97M-V/def2-TZVPD

As for the net charge: 0. The value obtained for the energy above the lowest of the compared OMol25 structures with the same formula, charge and spin is 238.6 kJ/mol. For the HOMO-LUMO gap, the calculation gives 0.2877 hartree. Its spin multiplicity is 1. The max |F| comes out at 5.9 eV/Å.

CARTESIAN COORDINATES (ANGSTROEM)
C 0.56980 1.74205 -1.01480
C -0.67286 -0.80720 1.55634
C 0.90401 -1.13878 -0.24259
C 0.21659 1.14075 0.26109
C -1.32702 -0.36607 -0.82540
C -0.20148 -0.23618 0.20928
O -1.74079 -1.51478 -1.28314
O -2.87254 0.62722 0.53770
I -4.52914 -0.12226 -0.13131
H 1.26966 2.68048 -0.82374
H 1.08106 0.97936 -1.62050
H -0.11309 2.03925 -1.76761
H 0.05704 -0.93573 2.26607
H -1.03180 -1.81973 1.45371
H -1.42555 -0.12940 1.98398
H 0.99038 -2.03387 0.47788
H 1.88147 -0.52451 -0.13048
H 0.69854 -1.54704 -1.31574
H 1.03566 1.15581 0.85885
H -0.64136 1.75788 0.83838
H -1.52772 0.38118 -1.55142
H -1.58761 -2.19796 -0.58084

Atoms 1-2, force components in eV/Å:
3.2452 1.9927 -1.5063
-2.2122 1.3695 -0.8911

---

Formula: C42H41BrCrF4NO4P2
Source: OMol25
Level of theory: ωB97M-V/def2-TZVPD

As for the net charge: 0. Its expectation value of S² is 4.037. For the HOMO-LUMO gap (alpha / beta), the calculation gives 0.1883 / 0.2264 hartree. Its spin multiplicity is 4. The max |F| comes out at 3.9 eV/Å.

CARTESIAN COORDINATES (ANGSTROEM)
Cr -0.24353 -0.30429 0.05899
C 1.38651 1.57615 -2.70399
C 2.07884 2.00472 -1.39901
C 2.69577 3.43853 -1.61193
P 0.98646 1.71438 0.12239
C 2.02827 1.94686 1.60308
C 3.22405 2.91977 1.47691
C 1.27367 2.35523 2.94472
C -0.39826 2.75250 -0.02200
C -0.37790 4.00593 0.54989
C -1.42016 4.91801 0.25902
C -1.31250 6.23773 0.85517
C -2.47377 4.47759 -0.44063
C -2.60439 3.20944 -0.96688
C -1.63149 2.24757 -0.67153
N -1.73374 0.90613 -0.91778
C -2.96547 0.43239 -1.40822
C -4.25210 0.75646 -0.76215
C -4.24436 0.96006 0.72372
C -5.43142 0.56003 -1.49730
C -5.49958 0.05813 -2.78663
C -6.80511 0.12970 -3.50106
C -4.30105 -0.49427 -3.28054
C -3.06876 -0.25796 -2.63779
C -1.80209 -0.76737 -3.28694
H 2.08947 1.39049 -3.51884
H 0.73275 2.34355 -3.19405
H 0.89652 0.58839 -2.55116
H 2.85123 1.32612 -1.12389
H 1.98730 4.11988 -2.11008
H 3.61477 3.46353 -2.25344
H 3.02343 3.91424 -0.64192
H 2.53120 0.99287 1.78507
H 2.81912 3.99654 1.52503
H 3.81090 2.75046 0.56861
H 3.91283 2.74256 2.28605
H 0.60318 3.22767 2.77194
H 2.05200 2.67885 3.69878
H 0.64026 1.54313 3.36562
H 0.45168 4.35506 1.10482
H -2.32568 6.62009 1.05005
H -0.71796 6.98192 0.20898
H -0.78814 6.07548 1.84057
H -3.32615 5.16416 -0.64571
H -3.47916 2.93321 -1.52113
H -3.25714 0.71544 1.17368
H -5.09214 0.39058 1.19072
H -4.55031 1.98277 1.07527
H -6.35832 0.98934 -1.08867
H -7.62518 -0.17586 -2.79286
H -6.79733 -0.31968 -4.45046
H -7.08216 1.14983 -3.72484
H -4.35828 -1.14430 -4.14591
H -2.04721 -1.31963 -4.17904
H -1.30410 -1.52167 -2.67068
H -1.06202 0.02293 -3.33366
O -2.51479 -3.61786 0.46046
C -1.94466 -2.54614 0.59646
O -1.27318 -1.92790 -0.42408
C -2.05493 -1.65844 1.89386
O -2.82057 -2.01243 2.83070
O -1.34066 -0.56523 1.88612
F 6.23739 1.10485 1.45720
C 5.37646 0.11092 1.26128
C 4.90348 -0.71327 2.33400
F 5.33910 -0.46007 3.53273
C 3.94058 -1.68533 1.99601
F 3.67981 -2.84276 2.74516
C 3.30590 -1.57018 0.76131
P 1.55985 -2.15001 0.47034
C 1.61712 -3.53569 -0.69206
C 0.61560 -3.86910 -1.62308
C 0.78424 -4.93806 -2.50170
C 1.83647 -5.86262 -2.30510
C 2.71605 -5.63062 -1.25796
C 2.67387 -4.44801 -0.55365
C 1.07985 -2.88789 2.12628
C 0.62754 -4.19517 2.32293
C 0.05636 -4.53648 3.50422
C -0.05521 -3.64622 4.57508
C 0.48193 -2.37256 4.41963
C 1.07528 -1.97392 3.23334
C 3.90727 -0.99269 -0.38831
Br 3.46026 -1.33165 -2.23265
C 5.01160 -0.23199 -0.08138
F 5.73755 0.19110 -1.10390
H -0.14939 -3.13430 -1.88280
H 0.11312 -5.10258 -3.33816
H 1.90806 -6.79191 -2.90388
H 3.39034 -6.38195 -0.86455
H 3.40046 -4.27923 0.25169
H 0.80562 -4.90473 1.54934
H -0.26153 -5.55929 3.59143
H -0.42167 -4.00171 5.51441
H 0.61551 -1.76698 5.30431
H 1.62667 -1.04329 3.13662

Atoms 1-2, force components in eV/Å:
-3.5995 -1.5413 0.0373
-0.2808 -0.6151 -0.3523